Record 1
DFT (ωB97M-V/def2-TZVPD) results for a 2-piece molecular cluster, CBrF2NO2 overall at a distorted geometry.

Output
Energy relative to the best compared isomer or geometry (same formula, charge and spin)   48.53 kcal per mole
2S+1   1
Largest force on an atom   3.02 eV/Å
Molecular weight   175.916 g mol⁻¹
Lowest unoccupied orbital energy (spin up / spin down)   -0.71 / -1.01 eV
Net charge   0
DFT total energy   -3016.896873 a.u.

Structure (XYZ):
```
7
Properties=species:S:1:pos:R:3:forces:R:3
C -1.13707 -0.65323 0.06856 0.812 -0.468 -0.530
N 1.00059 0.86766 0.14810 -2.366 -1.866 -0.198
O 2.05774 0.36553 0.10633 1.213 0.508 0.090
O 0.48089 1.90661 0.31624 0.859 1.213 0.170
F -1.19375 -1.57157 1.02169 -0.153 0.433 -0.214
F -1.00741 -1.26150 -1.11641 -0.183 0.350 0.605
Br -2.42491 0.71038 0.11245 -0.182 -0.171 0.076
```
Forces are in eV/Å.

***

Record 2
DFT (ωB97M-V/def2-TZVPD) results for CBrINP as an isolated structure at a distorted geometry.

Output
Energy relative to the best compared isomer or geometry (same formula, charge and spin)   0.04 kcal per mole
2S+1   1
Largest force on an atom   2.34 eV/Å
Molecular weight   263.800 g mol⁻¹
Lowest unoccupied orbital energy   -0.97 eV
Net charge   0
DFT total energy   -3305.932277 a.u.

Structure (XYZ):
```
5
Properties=species:S:1:pos:R:3:forces:R:3
C 0.96333 -0.34528 -0.02287 1.499 -1.591 0.824
N 1.60969 -0.99834 0.68692 -0.222 0.942 -0.823
P -0.29488 0.32488 -1.05934 -0.170 0.070 0.247
Br -0.43579 2.09123 0.23833 -0.167 1.005 -0.031
I -1.84235 -1.07249 0.15696 -0.940 -0.425 -0.216
```
Forces are in eV/Å.

***

Record 3
DFT (ωB97M-V/def2-TZVPD) results for a 2-piece molecular cluster, CBrNO3 overall at a distorted geometry.

Output
Structure (SMILES)   O=C=O.O=NBr
Energy relative to the best compared isomer or geometry (same formula, charge and spin)   0.34 kcal per mole
2S+1   1
Largest force on an atom   2.98 eV/Å
Molecular weight   153.919 g mol⁻¹
Lowest unoccupied orbital energy   -1.29 eV
Net charge   0
DFT total energy   -2892.549391 a.u.

Structure (XYZ):
```
6
Properties=species:S:1:pos:R:3:forces:R:3
O 0.97026 -0.99015 -1.47998 -0.703 -0.365 -0.187
C -0.06362 -1.35075 -1.07689 2.202 0.955 -0.121
O -1.04709 -1.66413 -0.58461 -1.497 -0.591 0.301
O -1.41382 1.66262 0.53536 2.148 0.236 1.580
N -0.57964 2.00537 1.27959 -2.525 0.449 -1.512
Br 0.89179 0.75197 1.69715 0.375 -0.684 -0.061
```
Forces are in eV/Å.

***

Record 4
DFT (ωB97M-V/def2-TZVPD) results for a single CCl2F3PS2 molecule at a distorted geometry.

Output
Structure (SMILES)   FC(F)(F)SP(=S)(Cl)Cl
Energy relative to the best compared isomer or geometry (same formula, charge and spin)   0.00 kcal per mole
2S+1   1
Largest force on an atom   3.05 eV/Å
Molecular weight   235.019 g mol⁻¹
Lowest unoccupied orbital energy   -0.28 eV
Net charge   0
DFT total energy   -2395.888472 a.u.

Structure (XYZ):
```
9
Properties=species:S:1:pos:R:3:forces:R:3
F -2.16853 -1.30334 -0.17520 0.961 0.851 -0.866
C -1.50374 -0.13308 -0.41715 -1.490 -0.140 0.838
F -1.57870 0.51918 0.75554 0.706 0.053 -0.961
F -2.23504 0.58465 -1.31356 0.773 -0.790 0.526
S 0.18507 -0.43094 -1.17645 -1.101 0.084 -0.966
P 1.46397 0.10330 0.32937 -0.234 -2.159 2.146
S 0.93961 -0.77640 1.95192 0.283 0.556 -0.023
Cl 3.24971 -0.60592 -0.29166 -0.107 0.322 -0.572
Cl 1.64767 2.04256 0.33719 0.208 1.222 -0.121
```
Forces are in eV/Å.

***

Record 5
DFT (ωB97M-V/def2-TZVPD) results for CCl2FN as an isolated structure at a distorted geometry.

Output
Energy relative to the best compared isomer or geometry (same formula, charge and spin)   85.80 kcal per mole
2S+1   1
Largest force on an atom   5.83 eV/Å
Molecular weight   115.922 g mol⁻¹
Lowest unoccupied orbital energy (spin up / spin down)   -0.32 / -0.56 eV
Net charge   0
DFT total energy   -1112.888032 a.u.

Structure (XYZ):
```
5
Properties=species:S:1:pos:R:3:forces:R:3
C -0.82890 -0.08865 -0.02546 5.641 1.466 0.104
N 0.90211 0.66053 0.02382 -4.926 -1.452 -0.145
F 1.70479 -0.40341 -0.01268 0.009 -0.291 0.014
Cl -2.14940 0.87184 -0.00882 -0.643 0.713 0.032
Cl -0.85985 -1.74499 -0.00090 -0.081 -0.437 -0.005
```
Forces are in eV/Å.

***

Record 6
DFT (ωB97M-V/def2-TZVPD) results for a 2-piece molecular cluster, CCl2FO3S overall at a distorted geometry.

Output
Energy relative to the best compared isomer or geometry (same formula, charge and spin)   77.97 kcal per mole
2S+1   1
Largest force on an atom   2.01 eV/Å
Molecular weight   181.979 g mol⁻¹
Lowest unoccupied orbital energy (spin up / spin down)   2.97 / 3.20 eV
Net charge   -1
DFT total energy   -1682.231099 a.u.

Structure (XYZ):
```
8
Properties=species:S:1:pos:R:3:forces:R:3
C -1.71543 0.10861 -0.05792 -0.897 -0.941 -1.530
O 2.24888 -0.14633 1.44379 -0.983 0.550 -0.675
O 2.55794 -0.97262 -0.79191 -1.200 0.580 -0.283
O 0.41502 0.44617 -0.26138 1.759 -0.402 -0.001
F -2.09691 -0.55226 -1.22783 0.627 0.599 1.339
S 1.87945 0.06791 0.01816 0.784 -0.376 0.753
Cl -1.67119 -0.97953 1.26891 -0.217 -0.114 0.198
Cl -2.77921 1.47951 0.11155 0.127 0.104 0.199
```
Forces are in eV/Å.